Record 1
117
Properties=species:S:1:pos:R:3:forces:R:3 method="wB97M-V/def2-TZVPD" homo_lumo_gap_ha=0.285 spin_multiplicity=1
C 8.383434 -0.746351 0.619627 -0.1 -0.4 0.5
C 7.774607 0.778697 0.647906 0.3 -0.8 0.7
C 6.136423 0.646894 0.702571 1.2 -0.5 2.1
F 5.680726 -0.773844 0.463215 0.9 3.4 0.1
N 5.387928 1.665600 -0.128327 -0.7 -2.2 0.3
C 3.922831 1.427311 0.177201 -6.1 0.0 1.5
C 2.925752 0.379489 -0.608445 -0.8 1.2 1.4
C 1.342258 0.113178 -0.278687 3.2 3.5 2.9
C 0.693441 0.953613 1.009364 3.8 0.3 -1.0
C 1.631148 2.005783 1.878267 1.9 -2.1 -3.2
C 3.229580 2.254818 1.454701 -1.7 -2.4 -2.1
S 5.753897 1.563838 -1.831652 -3.7 -2.8 -8.0
O 4.587851 2.147556 -2.721738 4.7 -1.0 4.6
O 6.011313 0.133236 -2.365764 0.3 5.0 3.2
F 7.156981 2.498348 -2.299273 -2.7 -1.7 2.0
H 9.551079 -0.761100 0.704673 -2.2 0.3 -0.1
H 8.085171 -1.364955 -0.329921 0.4 1.4 1.8
H 7.939866 -1.304115 1.575811 1.1 1.2 -2.2
H 8.185365 1.492487 -0.183218 -1.0 -1.6 1.3
H 8.128469 1.253022 1.684765 -1.0 -0.9 -2.3
H 5.832282 0.862731 1.836771 0.3 -0.5 -2.7
H 3.416324 -0.212096 -1.521915 -1.2 1.4 2.2
H 0.737655 -0.638512 -0.941808 1.3 1.8 1.5
H -0.431742 0.757569 1.288538 2.5 0.6 -0.6
H 1.213223 2.604184 2.822227 1.0 -1.5 -2.5
H 3.916101 2.996350 2.078763 -1.7 -1.7 -1.5
C -0.415236 3.137929 -2.169612 0.3 0.2 0.1
N -1.590365 2.309419 -1.787175 -0.6 -0.4 0.4
O -1.824605 2.182626 -0.579688 -0.1 0.1 -1.8
O -2.244528 1.809825 -2.709986 0.8 0.5 1.4
H 0.063913 3.511617 -1.262277 -0.2 -0.2 -0.2
H 0.269058 2.499438 -2.732113 -0.2 0.1 0.0
H -0.780433 3.965119 -2.781661 0.0 -0.3 0.0
C -5.178032 1.409012 -1.963212 0.1 0.0 -0.3
N -6.467910 2.107563 -1.714507 -0.7 0.4 -0.1
O -7.022845 2.634220 -2.685923 0.5 -0.7 1.5
O -6.886949 2.107382 -0.551103 0.4 0.2 -1.7
H -4.932031 1.488478 -3.024180 -0.1 0.1 0.3
H -4.415675 1.897616 -1.352955 -0.2 -0.3 0.0
H -5.308251 0.364022 -1.674673 0.0 0.3 0.2
C -3.830772 -2.535204 -0.299976 0.2 -0.3 -0.1
N -3.353920 -1.159220 0.004809 0.1 0.7 0.1
O -2.149077 -0.929922 -0.152493 -1.4 0.0 0.4
O -4.202645 -0.348133 0.393277 1.5 -1.0 -0.5
H -2.982078 -3.138464 -0.629036 -0.2 0.3 0.1
H -4.262937 -2.944508 0.615469 -0.1 0.1 -0.2
H -4.578484 -2.456976 -1.091824 0.0 0.0 0.2
C -3.956313 2.592014 -5.722622 0.2 -0.2 0.3
N -3.878401 4.036952 -5.376645 0.0 0.9 0.2
O -3.347846 4.333288 -4.299767 -0.7 0.0 -1.5
O -4.351987 4.832898 -6.195967 0.7 -0.9 1.3
H -3.504146 2.010764 -4.916288 -0.1 0.4 -0.2
H -5.011898 2.336969 -5.836767 0.2 0.1 -0.1
H -3.409323 2.446816 -6.656397 -0.3 0.0 0.2
C 5.200211 3.367790 5.437880 -0.3 0.0 0.3
N 5.600574 2.526322 4.278028 0.3 -0.5 -0.5
O 5.034979 1.434343 4.148980 0.9 1.3 -0.1
O 6.471283 2.985847 3.529826 -1.3 -0.9 0.8
H 4.430502 2.842090 6.006801 0.3 0.1 -0.3
H 6.089645 3.529374 6.050362 -0.1 0.1 -0.2
H 4.812894 4.309490 5.043668 0.2 -0.1 0.0
C 6.245529 -2.612472 4.775768 -0.2 0.0 0.2
N 7.684189 -2.233720 4.755279 0.9 0.2 0.2
O 8.445367 -2.861318 5.500731 -0.8 1.0 -1.2
O 8.008733 -1.317115 3.991336 -0.2 -1.3 1.1
H 6.104892 -3.427603 5.488696 0.2 0.2 -0.2
H 5.677117 -1.731328 5.080445 0.2 0.0 -0.2
H 5.974261 -2.931023 3.767227 0.0 0.4 0.3
C -5.754471 -1.500707 -4.885997 -0.2 -0.2 0.1
N -4.315811 -1.121955 -4.906486 1.1 0.1 0.1
O -3.554633 -1.749554 -4.161034 -0.9 1.1 -1.1
O -3.991267 -0.205351 -5.670429 -0.3 -1.5 1.2
H -5.895108 -2.315838 -4.173069 0.2 0.2 -0.2
H -6.322883 -0.619563 -4.581320 0.1 -0.1 -0.2
H -6.025739 -1.819258 -5.894538 0.0 0.2 0.2
C 0.493662 -3.248957 0.505480 0.3 0.1 0.1
N -0.681468 -4.077466 0.887916 -0.7 -0.5 0.1
O -0.915707 -4.204260 2.095403 0.0 0.0 -1.6
O -1.335630 -4.577061 -0.034894 0.8 0.6 1.5
H 0.972810 -2.875269 1.412815 -0.2 -0.1 -0.2
H 1.177955 -3.887447 -0.057022 -0.2 0.1 0.0
H 0.128464 -2.421767 -0.106569 0.0 -0.3 0.1
C 7.443651 -5.701341 1.940296 0.2 -0.1 -0.3
N 6.153772 -5.002790 2.189001 -0.9 0.4 -0.4
O 5.598838 -4.476133 1.217585 0.6 -0.7 1.7
O 5.734733 -5.002971 3.352405 0.3 -0.2 -1.6
H 7.689652 -5.621875 0.879329 -0.2 0.1 0.3
H 8.206008 -5.212737 2.550554 -0.2 -0.2 0.0
H 7.313432 -6.746331 2.228835 0.0 0.2 0.1
C -3.980128 -3.660607 3.828400 0.2 0.0 0.3
N -5.216685 -4.241226 3.238974 -1.0 -0.6 0.1
O -5.989043 -4.826418 4.007077 1.1 0.9 -1.5
O -5.377097 -4.093038 2.021842 0.0 -0.3 1.6
H -3.970208 -3.865260 4.901015 -0.1 0.0 -0.3
H -3.127361 -4.134124 3.337579 -0.1 0.2 -0.1
H -3.999392 -2.585078 3.641097 0.0 -0.2 -0.1
C 1.869228 0.133160 7.433703 0.1 -0.3 -0.1
N 2.346080 1.509145 7.738489 0.0 1.0 0.3
O 3.550923 1.738443 7.581187 -1.6 -0.1 0.4
O 1.497355 2.320232 8.126957 1.5 -1.2 -0.6
H 2.717922 -0.470099 7.104644 -0.2 0.3 0.1
H 1.437063 -0.276143 8.349148 0.0 0.2 -0.2
H 1.121516 0.211388 6.641856 0.1 0.0 0.2
C -9.813817 1.198195 0.115368 0.0 0.3 -0.1
N -10.746909 0.153200 -0.385572 -0.7 -0.6 -0.3
O -11.665564 0.522676 -1.126200 1.2 -0.8 1.0
O -10.530707 -1.008520 -0.021201 -0.4 1.6 -0.6
H -10.122118 2.167264 -0.282548 0.0 -0.3 0.0
H -9.869039 1.193882 1.205903 0.1 -0.1 -0.2
H -8.811759 0.939427 -0.232679 -0.2 0.0 0.2
C -5.560125 4.041429 -9.929818 0.1 0.4 0.1
N -4.887097 2.760684 -9.582917 0.5 -0.9 0.2
O -3.913857 2.820569 -8.822531 -1.3 -0.3 -1.2
O -5.354899 1.731369 -10.083691 0.8 1.4 0.8
H -5.045776 4.859792 -9.421675 -0.1 -0.3 0.0
H -5.500343 4.162134 -11.013420 -0.1 -0.1 0.2
H -6.596850 3.970205 -9.594637 0.2 -0.1 -0.2

***

Record 2
85
Properties=species:S:1:pos:R:3:forces:R:3 method="wB97M-V/def2-TZVPD" homo_lumo_gap_ha=0.290 charge=+1 spin_multiplicity=1
N 3.716830 1.658960 -0.015805 -0.2 0.2 0.1
C 3.717033 1.387699 1.400683 0.2 0.1 0.1
N 2.461443 0.715662 1.773026 -0.3 -0.2 0.1
C 1.638601 1.112200 2.810806 0.3 0.5 0.1
C 0.598893 0.263314 2.889310 -0.3 -0.3 0.0
N 0.845526 -0.638046 1.883239 -0.2 0.1 0.1
F 0.035642 -1.647533 1.561784 0.0 -0.2 0.0
C 1.955320 -0.382925 1.198148 0.3 -0.1 -0.1
C 2.501174 -1.222296 0.096056 0.1 0.0 0.1
C 3.034748 -2.568394 0.592638 0.1 0.1 0.1
F 4.330690 -2.359477 1.059967 -0.3 0.0 0.0
H 4.583136 2.112795 -0.283413 0.1 -0.2 0.0
H 2.964915 2.299274 -0.255002 0.1 0.0 0.0
H 4.539233 0.714980 1.652074 0.0 0.1 -0.1
H 3.767266 2.270173 2.048247 0.0 -0.1 0.0
H 1.857598 1.979403 3.414322 0.0 -0.1 -0.1
H -0.269338 0.224552 3.528399 0.1 0.0 -0.1
H 3.329508 -0.667317 -0.346731 -0.2 -0.1 -0.1
H 1.732770 -1.369025 -0.667474 0.0 0.0 0.1
H 2.449368 -2.978414 1.419760 0.0 0.0 -0.1
H 3.057213 -3.294077 -0.221938 0.1 0.1 0.0
C -4.963561 1.584888 -0.882623 0.0 0.0 0.0
O -3.631787 1.431907 -1.349263 0.0 0.0 0.0
C -2.715712 2.362509 -0.807474 0.0 0.0 -0.1
C -1.859163 1.718586 0.260376 0.0 0.0 0.1
O -2.602889 1.330520 1.403058 0.0 0.0 0.0
C -2.977472 -0.037197 1.409196 0.0 0.1 0.1
H -5.523995 0.713246 -1.216646 0.0 0.0 0.0
H -5.003439 1.640497 0.208060 0.0 0.0 0.0
H -5.423820 2.482625 -1.305755 0.0 0.0 0.0
H -3.234975 3.234583 -0.400207 0.0 0.0 0.0
H -2.067434 2.710049 -1.617650 0.0 0.0 0.0
H -1.099988 2.437557 0.588821 0.0 0.0 0.0
H -1.349460 0.846308 -0.171667 0.0 0.0 0.0
H -2.090693 -0.664452 1.544835 -0.1 -0.1 -0.1
H -3.490068 -0.334621 0.493624 0.0 0.0 0.0
H -3.642870 -0.187939 2.256851 0.0 0.0 0.0
C -4.187293 -3.825435 -4.724198 0.0 0.0 0.0
O -3.181611 -2.882326 -4.399453 0.0 0.0 0.1
C -3.658680 -1.759194 -3.681058 0.0 0.0 -0.1
C -3.333965 -1.850415 -2.207937 0.0 -0.1 0.1
O -4.013775 -2.919109 -1.567491 0.0 0.0 0.0
C -3.224581 -4.076667 -1.389042 0.0 0.0 0.0
H -3.686694 -4.699842 -5.135156 0.0 0.0 0.0
H -4.762732 -4.120834 -3.843183 0.0 0.0 0.0
H -4.871790 -3.424837 -5.478698 0.0 0.0 0.0
H -4.739897 -1.649072 -3.812833 0.0 0.0 0.0
H -3.176229 -0.867233 -4.091999 0.0 0.0 0.0
H -3.637489 -0.922356 -1.720245 0.0 0.0 0.0
H -2.249922 -1.964161 -2.079823 0.0 0.0 0.0
H -2.439609 -3.906412 -0.640494 0.0 0.0 0.0
H -2.757735 -4.396364 -2.323839 0.0 0.0 0.0
H -3.882142 -4.865599 -1.029330 0.0 0.0 0.0
C 8.199349 -5.595491 3.705577 0.0 0.0 0.0
O 9.038128 -4.684160 3.022329 -0.1 0.0 0.0
C 9.671312 -5.237633 1.880512 0.0 0.0 0.1
C 9.004906 -4.794373 0.598134 0.0 0.0 0.0
O 7.676472 -5.282228 0.490505 0.0 0.0 0.0
C 6.693765 -4.330601 0.832756 0.0 0.0 0.0
H 7.661149 -5.029955 4.464515 0.0 0.0 0.0
H 7.480988 -6.067429 3.029858 0.0 0.0 0.0
H 8.786004 -6.375984 4.200850 0.0 0.0 0.0
H 9.672384 -6.330562 1.937812 0.0 0.0 0.0
H 10.710989 -4.897996 1.874931 0.0 0.0 0.0
H 9.572041 -5.180249 -0.253170 0.0 0.0 0.0
H 9.010634 -3.700444 0.542459 0.0 0.0 0.0
H 6.639607 -3.529410 0.086153 0.0 0.0 0.0
H 6.883985 -3.887812 1.814251 0.0 0.0 0.0
H 5.737588 -4.852289 0.857652 0.0 0.0 0.0
C -6.160861 7.252156 -1.748550 0.0 0.0 0.0
O -6.193248 7.009755 -0.354012 0.0 0.0 0.0
C -5.603809 5.785107 0.031977 -0.1 0.0 0.0
C -4.216907 5.980288 0.603322 0.1 0.0 0.0
O -3.297056 6.447169 -0.367990 0.0 0.0 0.0
C -3.043575 7.839159 -0.291886 0.0 0.0 0.0
H -6.502855 8.273146 -1.903880 0.0 0.0 0.0
H -5.150942 7.145500 -2.152829 0.0 0.0 0.0
H -6.833054 6.570842 -2.280691 0.0 0.0 0.0
H -5.556961 5.097530 -0.820506 0.0 0.0 0.0
H -6.240955 5.332062 0.798264 0.0 0.0 0.0
H -3.845993 5.016846 0.971020 0.0 0.0 0.0
H -4.262168 6.667777 1.453960 0.0 0.0 0.0
H -2.475184 8.085996 0.611248 0.0 0.0 0.0
H -3.970585 8.416477 -0.296579 0.0 0.0 0.0
H -2.451246 8.106087 -1.164843 0.0 0.0 0.0